A molecular structure, C36H25BrCaF5N4O5 at a distorted geometry. Source: OMol25; level of theory: wB97M-V/def2-TZVPD.

Each line ends with the Mulliken charge.
Element x y z (Å)
N  -13.756  12.543  -4.582  -0.098
H  -13.689  15.663  -4.767  -0.280
C  -18.340  17.001  -4.178  -0.902
H  -10.433  20.567  0.219  0.331
C  -13.307  11.674  -6.955  -0.781
H  -14.520  12.129  -2.184  0.700
C  -13.351  14.531  -0.002  -0.745
N  -13.696  20.991  -3.872  -0.032
F  -9.183  19.680  -3.074  -0.170
C  -11.986  17.015  0.470  -0.890
C  -13.602  14.052  -6.281  0.420
C  -14.018  14.123  -2.669  -0.286
O  -16.076  18.191  -1.523  -0.898
O  -11.732  18.411  -3.121  0.159
C  -13.758  13.255  -0.486  -0.282
F  -7.298  18.876  -4.933  -0.322
C  -17.219  17.690  -3.592  0.696
C  -10.720  22.818  -2.938  -0.968
H  -11.547  16.055  0.717  0.523
C  -8.563  18.426  -5.007  0.121
H  -12.947  14.626  1.002  0.595
Br  -13.510  11.760  0.551  -0.249
C  -8.911  17.570  -6.077  0.201
C  -11.654  21.098  -1.510  0.854
C  -15.151  20.043  -5.649  -0.758
H  -16.543  17.888  -5.615  0.221
C  -13.868  15.524  -2.247  0.933
C  -9.414  21.957  -1.086  -0.316
C  -10.449  21.165  -0.704  -0.481
C  -14.497  21.320  -5.090  -0.916
H  -12.950  22.891  -4.141  0.423
C  -13.617  12.641  -5.999  0.232
H  -13.459  10.646  -6.657  0.377
C  -17.088  17.704  -2.163  0.844
C  -11.204  17.761  -5.343  0.143
H  -20.243  16.066  -3.892  0.339
H  -20.048  16.096  -1.431  0.321
C  -16.415  18.318  -4.604  -0.291
C  -13.801  13.823  -4.023  -0.019
Ca  -13.890  18.880  -2.363  1.823
H  -14.453  19.424  -6.251  0.102
H  -13.833  21.770  -5.927  0.407
H  -8.394  21.896  -0.663  0.312
C  -13.280  14.462  -7.580  -0.374
C  -11.834  21.996  -2.608  0.675
C  -9.525  18.774  -4.086  -0.334
C  -14.163  13.072  -1.786  -0.762
C  -19.346  16.477  -3.419  -0.750
N  -15.582  19.320  -4.454  -0.157
H  -15.270  22.049  -4.812  0.364
H  -13.341  15.528  -7.825  0.396
H  -12.742  13.822  -9.523  0.450
C  -18.215  17.134  -1.405  -0.892
C  -9.579  22.850  -2.167  -0.705
C  -12.998  13.474  -8.561  -0.734
C  -13.051  12.108  -8.240  -0.421
C  -12.893  21.972  -3.592  -0.691
F  -10.753  16.725  -7.410  -0.292
H  -13.507  11.800  -3.942  0.375
H  -8.797  23.550  -2.393  0.363
H  -15.916  20.342  -6.392  0.410
H  -18.191  17.184  -0.328  0.404
C  -19.257  16.568  -2.019  -0.249
H  -12.325  17.459  1.373  0.314
H  -11.211  17.660  0.037  0.085
H  -10.817  23.454  -3.795  0.353
O  -12.542  20.272  -1.061  -1.006
H  -18.475  17.006  -5.262  0.290
N  -13.719  14.718  -5.047  0.710
F  -12.509  17.597  -5.598  -0.369
O  -14.033  16.416  -3.113  0.120
C  -10.273  17.293  -6.271  0.124
C  -10.890  18.312  -4.075  0.097
H  -12.693  11.397  -8.987  0.335
F  -7.996  17.230  -6.993  -0.351
O  -13.090  16.905  -0.459  -0.228
C  -13.475  15.639  -0.812  0.059

As for the charge: -1. The value obtained for the HOMO energy is -4.312 eV. The calculation puts the LUMO energy at 0.0581 hartree. Its total energy is -5733.170532 Ha. Its HOMO-LUMO gap is 5.89 eV.